No. 1
ORCA calculation (ωB97M-V with the def2-TZVPD basis set) on C32H29F9N3O6PRuS3 as an isolated structure at a distorted geometry.

```
84
Properties=species:S:1:pos:R:3:mulliken_charge:R:1
Ru -0.42 -0.47 0.79 1.147
O -1.37 -3.24 0.56 -0.643
N -1.75 -2.01 0.15 0.788
C -3.00 -1.97 -0.07 -1.228
C -3.78 -0.84 -0.56 0.795
C -5.09 -1.14 -0.95 -0.893
C -5.93 -0.19 -1.48 -0.659
C -5.47 1.12 -1.64 -0.816
C -4.18 1.43 -1.25 -0.321
C -3.33 0.47 -0.70 0.108
P -1.65 1.02 -0.24 2.267
C -1.09 1.61 -1.88 0.844
C -1.24 2.90 -2.36 -0.084
C -0.87 3.21 -3.66 -0.888
C -0.35 2.23 -4.49 -0.687
C -0.23 0.93 -4.03 -0.644
C -0.59 0.62 -2.72 -0.709
C -2.01 2.49 0.77 0.492
C -3.06 2.42 1.69 -1.058
C -3.28 3.46 2.57 -0.772
C -2.47 4.59 2.55 -0.766
C -1.41 4.65 1.66 -0.913
C -1.17 3.61 0.78 0.418
H -0.32 -3.23 0.46 0.220
H -3.54 -2.90 0.08 0.338
H -5.44 -2.16 -0.84 0.442
H -6.93 -0.45 -1.77 0.414
H -6.11 1.88 -2.05 0.444
H -3.83 2.45 -1.36 0.339
H -1.66 3.68 -1.74 0.474
H -0.99 4.22 -4.03 0.443
H -0.07 2.47 -5.51 0.433
H 0.16 0.15 -4.67 0.515
H -0.47 -0.39 -2.35 0.015
H -3.69 1.54 1.72 0.399
H -4.10 3.40 3.27 0.450
H -2.65 5.40 3.24 0.407
H -0.76 5.52 1.65 0.465
H -0.33 3.66 0.11 0.215
F 3.75 -3.61 1.39 -0.323
C 3.45 -3.59 0.08 0.321
F 4.31 -4.42 -0.54 -0.304
F 3.73 -2.35 -0.36 -0.136
C 1.95 -3.94 -0.14 1.305
O 1.16 -2.94 0.21 -0.748
C 1.75 -4.29 -1.66 0.269
F 0.47 -4.23 -1.99 -0.225
F 2.22 -5.50 -2.02 -0.284
F 2.39 -3.39 -2.45 -0.280
C 1.65 -5.24 0.69 0.287
F 2.61 -6.17 0.62 -0.293
F 0.51 -5.81 0.26 -0.268
F 1.47 -4.93 1.97 -0.246
C -0.89 -0.26 4.81 -0.948
S -1.16 -1.33 3.43 1.162
O -2.04 -2.37 3.88 -0.646
O -1.77 -0.44 2.37 -0.763
O 0.16 -1.74 2.93 -0.698
H -1.86 0.08 5.17 0.350
H -0.27 0.57 4.49 0.209
H -0.39 -0.84 5.58 0.381
O 1.52 -0.22 -0.54 0.604
N 2.05 0.52 -1.46 -0.222
C 2.70 -0.08 -2.48 -0.123
C 3.31 0.67 -3.46 -0.853
C 3.24 2.05 -3.42 -0.434
C 2.57 2.65 -2.37 -1.056
C 1.99 1.87 -1.39 0.142
H 2.69 -1.16 -2.43 0.390
H 3.82 0.15 -4.26 0.499
H 3.70 2.65 -4.19 0.424
H 2.49 3.72 -2.29 0.507
H 1.47 2.24 -0.52 0.154
S 0.78 1.27 1.94 -0.553
C 2.32 0.67 2.27 0.562
N 2.72 -0.58 2.23 0.374
C 4.11 -0.87 2.53 -0.624
C 4.74 0.42 3.09 -0.483
S 3.59 1.77 2.72 -0.118
H 2.06 -1.31 1.97 -0.380
H 4.62 -1.19 1.62 0.215
H 4.16 -1.68 3.25 0.322
H 5.69 0.63 2.61 0.382
H 4.90 0.36 4.17 0.354
```

Values from the calculation:
* energy relative to the best compared isomer or geometry (same formula, charge and spin): 17.6 kcal per mole
* gap between HOMO and LUMO: 7.8 eV
* strongest force on any atom: 0.0271 hartree/bohr
* LUMO level: -0.07 eV
* net charge: 0
* spin multiplicity: 1

No. 2
ORCA calculation (ωB97M-V with the def2-TZVPD basis set) on a 2-piece molecular cluster, C32H29N5O overall at a distorted geometry.

```
67
Properties=species:S:1:pos:R:3:nbo_charge:R:1
C -2.90 4.81 0.30 -0.421
N -2.58 3.41 0.44 -0.454
C -3.54 2.48 0.72 0.680
O -4.73 2.73 0.89 -0.588
C -2.85 1.12 0.78 -0.120
C -3.36 0.13 -0.26 -0.453
C -4.85 -0.14 -0.12 0.078
C -5.72 0.26 -1.14 -0.221
C -7.10 0.13 -0.97 -0.202
C -7.61 -0.45 0.20 -0.214
C -6.73 -0.89 1.20 -0.201
C -5.35 -0.75 1.03 -0.233
N -1.44 1.47 0.59 -0.340
C -0.49 0.51 0.57 0.221
C 0.87 0.74 0.41 -0.375
C 1.84 -0.26 0.44 0.036
C 3.24 0.01 0.38 -0.138
C 4.18 -1.04 0.58 -0.129
C 5.54 -0.83 0.44 -0.152
C 6.04 0.46 0.18 -0.141
C 7.45 0.68 0.07 0.266
N 8.60 0.87 -0.03 -0.275
C 5.14 1.52 0.04 -0.189
C 3.77 1.31 0.13 -0.096
C -1.21 2.91 0.37 0.322
C -0.62 3.22 -1.01 -0.634
C -0.37 3.56 1.48 -0.635
H -3.98 4.93 0.38 0.261
H -2.41 5.41 1.08 0.200
H -2.56 5.19 -0.68 0.203
H -3.00 0.71 1.80 0.233
H -3.15 0.53 -1.26 0.219
H -2.80 -0.82 -0.15 0.248
H -5.31 0.70 -2.05 0.208
H -7.78 0.48 -1.75 0.217
H -8.69 -0.55 0.34 0.217
H -7.11 -1.34 2.12 0.216
H -4.65 -1.08 1.80 0.203
H -0.86 -0.51 0.70 0.255
H 1.20 1.77 0.27 0.211
H 1.53 -1.28 0.67 0.248
H 3.80 -2.03 0.85 0.246
H 6.24 -1.67 0.53 0.243
H 5.53 2.53 -0.14 0.234
H 3.10 2.17 0.02 0.199
H -1.29 2.83 -1.79 0.234
H -0.52 4.30 -1.13 0.227
H 0.36 2.76 -1.14 0.227
H -0.87 3.42 2.45 0.230
H 0.63 3.12 1.53 0.222
H -0.27 4.64 1.28 0.229
C 1.76 -2.72 -1.44 -0.541
C 0.41 -2.77 -1.06 0.333
N -0.72 -2.78 -0.74 -0.478
C 2.68 -3.77 -1.02 0.087
C 3.99 -3.85 -1.56 -0.260
C 4.95 -4.66 -0.96 -0.209
C 4.61 -5.45 0.15 -0.260
C 3.29 -5.47 0.62 -0.205
C 2.32 -4.67 0.02 -0.265
C 2.08 -1.95 -2.58 0.297
N 2.35 -1.31 -3.53 -0.407
H 4.25 -3.25 -2.44 0.229
H 5.97 -4.67 -1.35 0.214
H 5.37 -6.06 0.64 0.212
H 3.02 -6.10 1.46 0.213
H 1.28 -4.70 0.36 0.221
```

Values from the calculation:
* energy relative to the best compared isomer or geometry (same formula, charge and spin): 6.9 kcal per mole
* gap between HOMO and LUMO: 4.2 eV
* strongest force on any atom: 0.0503 hartree/bohr
* LUMO level: -2.46 eV
* net charge: 0
* spin multiplicity: 1

No. 3
ORCA calculation (ωB97M-V with the def2-TZVPD basis set) on a 3-piece molecular cluster, C32H29O10P2 overall at a distorted geometry.

```
73
Properties=species:S:1:pos:R:3:mulliken_charge:R:1
O -12.09 3.43 6.05 -0.534
P -10.78 2.75 5.75 0.937
O -11.00 1.09 5.70 -0.406
O -9.64 3.11 6.91 -0.450
P -10.11 3.43 3.78 0.037
C -8.70 2.36 3.12 -0.356
O -7.56 2.63 3.91 -0.300
C -6.40 1.90 3.46 -0.266
O -6.68 0.86 2.56 -0.387
C -6.33 1.16 1.20 -0.294
C -5.84 -0.14 0.45 0.078
O -6.35 -0.21 -0.87 -0.523
H -10.38 0.71 5.05 0.352
H -10.05 2.91 7.77 0.367
H -11.21 3.18 2.89 0.241
H -9.83 4.82 3.72 0.256
H -9.07 1.31 3.17 0.384
H -8.52 2.69 2.05 0.268
H -5.96 1.43 4.37 0.270
H -5.62 2.62 3.10 0.330
H -5.60 1.99 1.07 0.358
H -7.28 1.49 0.68 0.113
H -6.19 -1.03 1.03 0.227
H -4.72 -0.14 0.44 -0.005
H -6.75 0.62 -1.14 0.310
C -0.14 -2.67 4.62 -0.498
C 1.23 -2.92 4.59 -0.502
C 1.98 -2.53 3.49 -0.514
C 1.37 -1.89 2.41 0.223
C 0.00 -1.66 2.43 0.099
C -0.76 -2.04 3.54 -0.498
C -0.68 -1.03 1.27 0.498
O -1.88 -0.83 1.29 -0.727
C 0.13 -0.67 0.09 0.581
C -0.49 -0.13 -1.04 -0.547
C 0.26 0.23 -2.15 -0.625
C 1.64 0.06 -2.14 -0.344
C 2.27 -0.48 -1.02 -0.760
C 1.51 -0.85 0.09 0.118
C 2.19 -1.46 1.26 0.410
O 3.40 -1.62 1.26 -0.683
H -0.73 -2.96 5.48 0.396
H 1.71 -3.42 5.42 0.401
H 3.05 -2.72 3.48 0.473
H -1.82 -1.85 3.57 0.463
H -1.57 0.01 -1.05 0.512
H -0.23 0.64 -3.02 0.404
H 2.23 0.35 -3.00 0.520
H 3.34 -0.61 -1.02 0.604
C 6.81 -1.96 -1.05 -0.350
C 8.18 -2.21 -1.08 -0.501
C 8.93 -1.82 -2.17 -0.680
C 8.32 -1.18 -3.25 0.525
C 6.94 -0.95 -3.23 0.003
C 6.19 -1.33 -2.12 -0.687
C 6.27 -0.32 -4.39 0.454
O 5.07 -0.12 -4.37 -0.677
C 7.08 0.04 -5.58 0.161
C 6.45 0.58 -6.70 -0.484
C 7.20 0.94 -7.81 -0.493
C 8.58 0.77 -7.80 -0.470
C 9.21 0.23 -6.69 -0.546
C 8.46 -0.14 -5.58 0.141
C 9.14 -0.75 -4.41 0.580
O 10.34 -0.91 -4.41 -0.661
H 6.22 -2.25 -0.19 0.494
H 8.65 -2.71 -0.24 0.399
H 10.00 -2.01 -2.19 0.474
H 5.13 -1.14 -2.10 0.588
H 5.37 0.72 -6.71 0.452
H 6.71 1.36 -8.68 0.395
H 9.17 1.06 -8.67 0.401
H 10.28 0.10 -6.69 0.470
```

Values from the calculation:
* gap between HOMO and LUMO: 6.2 eV
* strongest force on any atom: 0.1104 hartree/bohr
* LUMO level: -4.47 eV
* net charge: +1
* spin multiplicity: 1

No. 4
ORCA calculation (ωB97M-V with the def2-TZVPD basis set) on C32H30AlN6O3PS5 as an isolated structure at a distorted geometry.

```
78
Properties=species:S:1:pos:R:3:mulliken_charge:R:1
Al -0.48 0.29 0.44 0.200
C -2.31 -4.61 -1.88 -0.512
C -2.88 -3.35 -1.79 -0.719
C -2.09 -2.25 -1.48 -0.604
C -0.74 -2.40 -1.24 -0.217
C -0.16 -3.67 -1.36 -0.117
C -0.95 -4.77 -1.68 -0.688
N 0.03 -1.29 -0.81 1.333
N 1.27 -1.42 -1.00 -0.914
C 2.08 -0.51 -0.37 -0.293
C 3.42 -0.44 -0.76 -0.617
C 4.28 0.39 -0.07 -0.630
C 3.80 1.12 1.02 -0.566
C 2.45 1.06 1.37 -0.407
C 1.54 0.27 0.69 0.879
H -2.93 -5.46 -2.14 0.421
H -3.94 -3.21 -1.94 0.446
H -2.54 -1.27 -1.44 0.709
H 0.90 -3.78 -1.20 0.511
H -0.50 -5.75 -1.76 0.402
H 3.75 -1.00 -1.63 0.464
H 5.32 0.47 -0.36 0.398
H 4.48 1.74 1.58 0.424
H 2.12 1.66 2.22 0.393
O -7.26 -0.86 -0.20 -0.695
S -6.05 -1.24 0.46 1.171
O -5.84 -2.63 0.74 -0.607
N -4.72 -0.64 -0.35 -0.511
C -4.01 0.13 0.41 0.379
S -2.67 1.04 -0.21 -0.377
C -4.54 0.33 1.79 0.295
C -3.98 1.05 2.83 0.469
C -4.67 1.13 4.03 -0.727
C -5.91 0.51 4.18 -0.471
C -6.47 -0.22 3.14 -0.730
C -5.75 -0.31 1.96 -0.244
H -3.03 1.54 2.70 0.097
H -4.26 1.69 4.86 0.428
H -6.46 0.61 5.11 0.407
H -7.43 -0.70 3.24 0.465
S 2.62 6.74 -0.19 -0.359
C 2.13 5.33 -0.90 0.023
S 1.49 4.00 0.03 -0.108
C 1.01 3.15 -1.45 0.467
N 1.40 3.80 -2.49 -0.822
N 2.04 4.98 -2.21 0.602
C 2.46 5.74 -3.33 0.437
C 1.73 5.63 -4.51 -0.314
C 2.10 6.35 -5.63 -0.566
C 3.20 7.19 -5.58 -0.421
C 3.94 7.29 -4.41 -0.623
C 3.58 6.56 -3.29 -0.458
S 0.07 1.73 -1.55 -0.162
H 0.87 4.96 -4.54 0.459
H 1.52 6.27 -6.54 0.350
H 3.49 7.77 -6.45 0.373
H 4.80 7.94 -4.36 0.359
H 4.16 6.64 -2.39 0.344
C -1.24 4.19 2.71 -1.340
C -0.85 2.88 2.24 0.796
N -0.64 1.82 1.86 -0.131
H -0.40 4.87 2.64 0.399
H -1.57 4.13 3.75 0.371
H -2.05 4.56 2.08 0.305
C -2.72 -3.00 2.33 -0.813
P -1.19 -2.10 2.59 1.288
C 0.21 -3.20 2.29 -1.003
C -1.11 -1.61 4.32 -1.280
O -1.11 -0.87 1.71 -0.756
H -2.61 -4.03 2.67 0.519
H -2.97 -3.00 1.27 0.041
H -3.53 -2.53 2.88 0.322
H 0.17 -4.06 2.96 0.489
H 1.13 -2.63 2.45 0.303
H 0.17 -3.54 1.25 0.191
H -1.13 -2.49 4.96 0.428
H -1.97 -0.97 4.55 0.298
H -0.19 -1.05 4.49 0.348
```

Values from the calculation:
* energy relative to the best compared isomer or geometry (same formula, charge and spin): 13.9 kcal per mole
* gap between HOMO and LUMO: 6.1 eV
* strongest force on any atom: 0.0230 hartree/bohr
* LUMO level: -1.05 eV
* net charge: 0
* spin multiplicity: 1

No. 5
ORCA calculation (ωB97M-V with the def2-TZVPD basis set) on a 6-piece molecular cluster, C32H30BF5NO5S overall at a distorted geometry.

```
75
Properties=species:S:1:pos:R:3:mulliken_charge:R:1
O -0.44 0.84 0.68 -0.313
N -1.14 1.03 -0.27 0.128
O -0.72 2.05 -1.05 -0.308
B 0.54 1.74 -1.83 1.408
O 1.76 2.35 -1.19 -0.804
C 2.50 2.64 -2.34 -0.025
O 3.68 3.34 -2.13 -0.503
C 1.38 3.33 -3.15 0.085
S 1.78 4.07 -4.74 -0.282
O 0.48 2.26 -3.23 -0.802
H 0.75 0.53 -1.87 -0.364
H 2.63 1.65 -2.81 0.286
H 4.38 2.86 -2.57 0.351
H 0.95 4.00 -2.40 0.050
H 2.40 5.22 -4.42 0.063
F 0.77 7.12 2.29 -0.228
C 0.53 5.86 2.73 0.357
C 0.36 4.85 1.81 -0.618
C 0.11 3.56 2.27 0.157
C 0.04 3.31 3.63 -0.751
C 0.21 4.35 4.54 -0.252
C 0.46 5.64 4.09 -0.654
H 0.42 5.06 0.75 0.561
H -0.02 2.75 1.56 0.275
H -0.15 2.31 3.98 0.413
H 0.15 4.16 5.60 0.343
H 0.61 6.46 4.78 0.404
F 2.82 -4.37 -0.37 -0.404
C 1.81 -3.97 0.44 0.580
C 1.16 -4.91 1.21 -0.712
C 0.12 -4.50 2.04 0.072
C -0.25 -3.16 2.08 -0.938
C 0.41 -2.23 1.28 -0.243
C 1.45 -2.64 0.46 -0.622
H 1.46 -5.95 1.16 0.451
H -0.40 -5.23 2.65 0.404
H -1.07 -2.85 2.71 0.426
H 0.11 -1.19 1.30 0.479
H 1.98 -1.92 -0.16 0.541
F -1.77 -6.24 3.98 -0.373
C -2.30 -7.22 3.22 0.378
C -3.25 -6.87 2.29 -0.199
C -3.77 -7.86 1.46 -0.313
C -3.34 -9.17 1.60 -0.572
C -2.40 -9.50 2.56 -0.293
C -1.86 -8.52 3.38 -0.585
H -3.56 -5.84 2.19 0.411
H -4.50 -7.60 0.71 0.372
H -3.75 -9.94 0.96 0.378
H -2.07 -10.53 2.67 0.364
H -1.10 -8.75 4.12 0.419
F 2.04 7.33 -4.04 -0.327
C 1.74 7.85 -2.83 0.405
C 2.63 8.72 -2.23 -0.518
C 2.32 9.24 -0.99 -0.340
C 1.14 8.88 -0.35 -0.590
C 0.26 8.00 -0.97 -0.322
C 0.56 7.48 -2.22 -0.240
H 3.55 8.98 -2.74 0.408
H 3.00 9.93 -0.51 0.355
H 0.90 9.28 0.62 0.361
H -0.66 7.71 -0.47 0.415
H -0.11 6.79 -2.72 0.402
F -3.11 -5.61 -0.68 -0.225
C -2.30 -5.00 -1.57 0.483
C -0.97 -5.36 -1.61 -0.280
C -0.13 -4.73 -2.51 -0.343
C -0.62 -3.73 -3.35 -0.688
C -1.96 -3.38 -3.29 -0.403
C -2.81 -4.02 -2.39 -0.562
H -0.60 -6.13 -0.94 0.431
H 0.92 -5.00 -2.56 0.391
H 0.04 -3.23 -4.04 0.395
H -2.35 -2.60 -3.93 0.378
H -3.86 -3.76 -2.33 0.414
```

Values from the calculation:
* gap between HOMO and LUMO: 7.8 eV
* strongest force on any atom: 0.0251 hartree/bohr
* LUMO level: 2.25 eV
* net charge: -1
* spin multiplicity: 1

No. 6
ORCA calculation (ωB97M-V with the def2-TZVPD basis set) on C32H30Cl2GeMnN5O3S3 as an isolated structure at a distorted geometry.

```
77
Properties=species:S:1:pos:R:3:mulliken_charge:R:1
Mn -0.32 -1.03 0.36 0.020
N 3.19 -0.86 1.39 -0.248
C 2.22 -0.71 2.31 0.219
N 0.93 -0.76 2.05 0.600
C 0.20 -0.59 3.24 -0.436
C 0.93 -0.44 4.36 -0.235
S 2.61 -0.48 3.97 -0.199
C -1.25 -0.61 3.11 -1.014
C -2.20 -0.53 4.07 -0.322
S -3.76 -0.62 3.34 -0.181
C -3.03 -0.76 1.79 -0.249
N -1.72 -0.75 1.82 1.208
N -3.74 -0.94 0.64 -0.227
H 2.99 -0.61 0.43 -0.224
H 4.15 -0.73 1.68 0.297
H 0.59 -0.31 5.37 0.459
H -2.09 -0.44 5.13 0.503
H -4.73 -0.73 0.67 0.280
H -3.27 -0.61 -0.19 0.186
Cl -0.51 -1.77 -3.36 -0.070
C 1.17 -1.82 -2.92 -0.207
Cl 1.42 -1.71 -1.13 -0.054
H 1.70 -0.98 -3.33 -0.065
H 1.61 -2.78 -3.20 0.508
N -1.30 -2.92 -0.03 -0.398
C -0.85 -3.70 1.08 0.688
C -1.69 -3.88 2.17 -0.531
C -1.21 -4.47 3.33 -0.737
C 0.11 -4.87 3.37 0.431
C 0.95 -4.73 2.28 -0.910
C 0.47 -4.14 1.12 -0.666
S 0.75 -5.60 4.84 1.363
O 2.12 -5.17 4.98 -0.484
O 0.71 -7.06 4.68 -0.420
O -0.11 -5.19 5.93 -0.513
H -2.31 -2.81 0.02 0.359
H -1.07 -3.32 -0.94 0.384
H -2.72 -3.55 2.12 0.469
H -1.85 -4.59 4.19 0.496
H 1.98 -5.06 2.33 0.442
H 1.13 -4.01 0.27 0.383
C -0.96 0.38 -0.57 -0.449
Ge -0.16 1.82 -1.62 2.296
C 1.76 1.58 -1.99 0.409
C 2.66 1.66 -0.92 -0.819
C 4.02 1.52 -1.13 -0.651
C 4.52 1.31 -2.41 -0.637
C 3.64 1.25 -3.48 -0.370
C 2.27 1.40 -3.27 -0.870
C -0.27 3.43 -0.50 0.160
C 0.71 4.41 -0.55 -0.139
C 0.64 5.54 0.25 -0.720
C -0.43 5.71 1.12 -0.457
C -1.42 4.74 1.19 -0.797
C -1.34 3.61 0.38 -0.445
C -1.15 2.06 -3.29 -0.057
C -2.34 1.37 -3.51 -0.217
C -3.08 1.58 -4.67 -0.703
C -2.64 2.49 -5.62 -0.474
C -1.45 3.18 -5.41 -0.767
C -0.72 2.97 -4.26 -0.180
H -1.96 0.77 -0.31 -0.142
H 2.29 1.86 0.08 0.715
H 4.71 1.61 -0.29 0.473
H 5.58 1.22 -2.57 0.431
H 4.02 1.11 -4.49 0.447
H 1.60 1.35 -4.12 0.430
H 1.55 4.30 -1.23 0.356
H 1.41 6.30 0.18 0.406
H -0.48 6.59 1.74 0.395
H -2.26 4.87 1.86 0.415
H -2.13 2.87 0.45 0.196
H -2.69 0.65 -2.78 0.213
H -4.01 1.04 -4.83 0.410
H -3.22 2.66 -6.52 0.395
H -1.11 3.89 -6.15 0.406
H 0.20 3.53 -4.10 0.434
```

Values from the calculation:
* gap between HOMO and LUMO (alpha / beta): 8.1 / 4.3 eV
* strongest force on any atom: 0.0230 hartree/bohr
* LUMO level (alpha / beta): -2.56 / -6.39 eV
* net charge: +1
* spin multiplicity: 2